(1)
19
Properties=species:S:1:pos:R:3 method="wB97M-V/def2-TZVPD" multiplicity=1 smiles="C=C(C)CCCO"
C -1.86 0.59 -0.71
C -1.03 0.42 0.32
C -1.36 -0.47 1.49
C 0.32 1.11 0.37
C 1.28 0.68 -0.76
C 1.40 -0.82 -0.91
O 1.65 -1.40 0.37
H -2.83 0.08 -0.75
H -1.62 1.23 -1.55
H -2.25 -1.08 1.30
H -1.54 0.13 2.39
H -0.51 -1.13 1.70
H 0.19 2.20 0.33
H 0.80 0.88 1.33
H 0.94 1.08 -1.72
H 2.27 1.12 -0.57
H 2.22 -1.06 -1.60
H 0.47 -1.22 -1.34
H 1.44 -2.34 0.31


(2)
26
Properties=species:S:1:pos:R:3 method="wB97M-V/def2-TZVPD" charge=+1 multiplicity=1 smiles=CP[C@@H]1CC[C@H](C)[N@H+]1C
C 3.56 0.20 0.01
P 2.03 -0.32 0.86
C 0.68 -0.24 -0.66
C 0.47 1.30 -0.93
C -0.68 1.57 0.10
C -1.63 0.40 0.06
C -2.55 0.22 1.26
N -0.53 -0.70 0.07
C -1.12 -1.89 -0.53
H 3.25 1.05 -0.70
H 3.98 -0.52 -0.57
H 4.14 0.50 0.80
H 2.35 -1.79 1.00
H 0.96 -0.72 -1.59
H 0.03 1.55 -1.93
H 1.23 1.98 -0.93
H -0.17 1.57 1.12
H -1.16 2.52 -0.11
H -2.22 0.19 -0.88
H -3.21 -0.70 1.17
H -3.20 1.04 1.36
H -1.91 0.14 2.15
H -0.46 -0.84 1.01
H -1.44 -1.68 -1.52
H -0.35 -2.61 -0.64
H -2.06 -2.20 -0.01


Record order is preserved below.
ΔE to the lowest compared entry with this formula, charge and spin: 0.973, 0.296 eV
Record order is preserved below.
LUMO: 0.91, -2.52 eV